70
Properties=species:S:1:pos:R:3 method="wB97M-V/def2-TZVPD" smiles=C[C@@H](O)CP(CN)#P(O)Br.COCCOC.COCCOC.COCCOC homo_lumo_gap_ev=8.48 total_energy_ev=-123760.2102
C 1.50602 0.26303 -2.30746
C 1.08947 1.62407 -1.73345
O 0.58217 2.47964 -2.77164
C 0.04133 1.51562 -0.61440
P -1.79286 1.68250 -0.86435
C -2.23275 0.48251 -2.23498
N -1.73167 0.52796 -3.59205
P -1.92495 3.71488 -1.79991
O -2.90147 3.35161 -3.09165
Br -3.47881 4.54985 -0.36974
H 1.41685 0.27418 -3.39216
H 0.90044 -0.55646 -1.92253
H 2.54407 0.03236 -2.07898
H 1.96390 2.10839 -1.29729
H 1.28323 3.07974 -3.06410
H 0.26723 2.23198 0.17929
H 0.13496 0.53257 -0.14359
H -1.99541 -0.48999 -1.78938
H -3.32086 0.52634 -2.27490
H -2.17550 1.29159 -4.07989
H -0.73910 0.70380 -3.61855
H -2.78520 4.01411 -3.79028
C -3.87305 0.13914 4.05568
O -3.21956 1.04313 3.18914
C -4.08771 1.92817 2.49802
C -4.12251 3.30834 3.11082
O -4.68846 3.32337 4.41090
C -3.72848 3.33086 5.44816
H -3.10876 -0.32305 4.68031
H -4.59877 0.64656 4.69684
H -4.38938 -0.64640 3.49162
H -5.10004 1.51203 2.44863
H -3.70792 2.01887 1.47773
H -4.73465 3.95004 2.47195
H -3.10985 3.72783 3.12924
H -3.23984 4.30883 5.52624
H -2.96186 2.56668 5.29629
H -4.25631 3.12868 6.37905
C 1.29283 -1.37720 4.66119
O 1.55925 -0.04002 4.28496
C 2.30427 0.08269 3.08890
C 1.42479 0.35578 1.88543
O 0.55732 -0.72350 1.59708
C -0.76675 -0.53628 2.07845
H 0.54865 -1.34497 5.45526
H 0.90202 -1.96221 3.82540
H 2.19638 -1.86448 5.04422
H 2.89767 -0.82173 2.91140
H 2.99598 0.92077 3.21551
H 2.06944 0.51124 1.01362
H 0.85157 1.27485 2.05470
H -1.33622 0.13719 1.43199
H -0.77483 -0.12126 3.08714
H -1.24780 -1.51374 2.08231
C 5.02227 -5.32618 -3.72840
O 3.83550 -5.18123 -4.48420
C 2.72791 -4.72395 -3.73063
C 2.48748 -3.23952 -3.90602
O 3.56336 -2.45953 -3.41222
C 4.44969 -2.00711 -4.41751
H 5.83804 -5.47012 -4.43484
H 5.22425 -4.44146 -3.11959
H 4.96572 -6.20182 -3.07250
H 2.86816 -4.95019 -2.66780
H 1.84301 -5.26549 -4.07718
H 1.58981 -2.95968 -3.34674
H 2.30951 -3.01519 -4.96338
H 4.00996 -1.17996 -4.98662
H 4.71716 -2.80877 -5.10976
H 5.34968 -1.65028 -3.91877

66
Properties=species:S:1:pos:R:3 method="wB97M-V/def2-TZVPD" smiles=COCCNCCOC.COCCNCCOC.CCO.CCO homo_lumo_gap_ev=9.57 total_energy_ev=-32529.0764 e_above_lowest_kj_mol=539.9
C 1.55442 2.34442 2.37308
O 2.90169 2.61554 2.05726
C 3.60002 1.65750 1.17322
C 2.89024 1.60266 -0.23621
N 3.21992 2.64634 -1.22392
C 2.36053 3.80887 -0.91146
C 0.93874 3.66585 -1.42007
O 0.98375 3.31129 -2.75779
C -0.16704 3.71056 -3.56993
H 1.30699 2.91400 3.26888
H 1.54778 1.26589 2.53062
H 0.88221 2.55393 1.54100
H 3.46557 0.67976 1.63588
H 4.60872 2.04902 1.04158
H 1.86624 1.23084 -0.20079
H 3.46245 0.77453 -0.65439
H 2.84207 2.36254 -2.11655
H 2.80029 4.70831 -1.34241
H 2.24228 3.99896 0.15530
H 0.50948 4.65631 -1.26898
H 0.38098 2.99708 -0.76451
H 0.11419 4.53923 -4.21979
H -0.95016 4.07694 -2.90617
H -0.59408 2.95952 -4.23451
C 2.39497 -1.26070 1.19857
O 1.78385 -1.77374 2.28167
C 0.84348 -0.90652 2.87806
C -0.44673 -1.79192 3.04162
N -1.23657 -2.14218 1.83345
C -2.29867 -3.13921 1.96925
C -3.63531 -2.73383 1.26413
O -3.29556 -2.86764 -0.13996
C -4.29135 -2.73120 -1.10322
H 1.66719 -0.78944 0.53800
H 2.91899 -2.06049 0.67528
H 3.04535 -0.43686 1.49249
H 0.56409 -0.08465 2.21884
H 1.15069 -0.35874 3.76894
H -1.18973 -1.33662 3.69641
H -0.21217 -2.76659 3.46952
H -0.48571 -2.56509 1.30671
H -2.58783 -3.07701 3.01835
H -2.00982 -4.11177 1.57075
H -4.01945 -1.74693 1.52214
H -4.47478 -3.40318 1.45215
H -3.79145 -2.80663 -2.06888
H -4.96516 -1.87524 -1.06541
H -4.96212 -3.58624 -1.01914
C -0.08254 -1.95035 -1.12611
C -0.68336 -3.27623 -1.38896
O -0.82351 -3.99839 -0.17529
H 0.89439 -2.15732 -0.68922
H -0.73157 -1.33631 -0.50176
H -0.12876 -1.38781 -2.05859
H -0.11731 -3.88724 -2.09207
H -1.66082 -3.20450 -1.86597
H -1.66190 -3.64920 0.13581
C -0.16471 0.45865 -1.03332
C -1.52028 0.82737 -1.61338
O -1.95590 2.09942 -1.19867
H 0.17979 -0.43429 -1.55494
H -0.28739 0.19621 0.01748
H 0.62965 1.19428 -1.15957
H -2.29224 0.12673 -1.29511
H -1.43390 0.76624 -2.69823
H -1.39323 2.83501 -1.45148

68
Properties=species:S:1:pos:R:3 method="wB97M-V/def2-TZVPD" homo_lumo_gap_ev=5.05 total_energy_ev=-36051.8279 charge=+1 e_above_lowest_kj_mol=1382.4
C -0.02638 -2.34797 0.11648
C -1.42566 -1.89668 -0.10301
C -1.89761 -0.71122 0.81014
O -3.31594 -0.44418 0.35277
C -3.87539 0.67242 1.12428
N -1.67721 -1.50506 -1.59417
H -1.07110 -0.72518 -1.80523
H -1.63579 -2.29880 -2.21735
H -2.61832 -1.13871 -1.60783
H 0.19593 -2.82648 1.07026
H 0.51135 -1.40138 0.06255
H 0.40915 -2.93867 -0.68944
H -2.12532 -2.73147 -0.06176
H -1.43302 0.21333 0.46742
H -1.84945 -0.86479 1.88820
H -3.87968 0.34469 2.16384
H -4.93194 0.72029 0.86061
H -3.36087 1.62624 1.00776
C -1.66077 5.43414 -1.05308
C -1.07493 4.27309 -0.16918
C 0.19284 4.77459 0.57191
O 0.67515 3.70909 1.44687
C 1.55852 2.67467 0.82296
N -2.15047 3.91701 0.84327
H -1.78703 3.34963 1.59567
H -2.33763 4.73325 1.40791
H -3.05488 3.64476 0.48547
H -2.60224 5.17826 -1.53914
H -0.95638 5.67072 -1.85055
H -1.87650 6.33538 -0.47922
H -0.80019 3.36456 -0.70510
H 0.06157 5.68936 1.14990
H 0.96578 4.95287 -0.17568
H 2.05578 2.13025 1.62573
H 2.38085 3.11786 0.26131
H 0.91762 2.08899 0.16392
C 0.96093 -0.36826 2.02313
C 1.50556 -1.82794 2.30369
C 2.41370 -2.43775 1.22553
O 1.63433 -2.57610 0.12510
C 2.42555 -2.93398 -1.06543
N 2.27796 -1.90902 3.63067
H 2.47131 -2.83281 3.99031
H 3.06850 -1.30921 3.81880
H 1.58284 -1.52937 4.25737
H 0.51993 -0.22635 1.03648
H 1.78494 0.33152 1.88373
H 0.29153 -0.02321 2.81113
H 0.75686 -2.55152 2.62614
H 2.83485 -3.34502 1.65865
H 3.35701 -1.89609 1.29520
H 1.83540 -3.06248 -1.97279
H 3.00175 -3.82871 -0.82971
H 3.12602 -2.11338 -1.22052
C 0.34192 -2.50324 -3.57794
C -0.62179 -3.53567 -3.14185
O -0.96817 -3.69613 -1.93904
O -1.04944 -4.31623 -4.00364
H -0.12684 -1.83176 -4.29729
H 1.27870 -2.94387 -3.91908
H 0.66181 -1.88181 -2.74151
C 1.50546 -0.73809 -1.45625
C 0.63280 0.48533 -1.44690
O -0.57142 0.27918 -1.52923
O 1.16407 1.63970 -1.42228
H 1.41090 -1.35864 -0.56514
H 2.58241 -0.57044 -1.46898
H 1.41082 -1.37354 -2.33680

69
Properties=species:S:1:pos:R:3 method="wB97M-V/def2-TZVPD" homo_lumo_gap_ev="7.79 / 4.69" total_energy_ev=-80954.3806 charge=+1 multiplicity=2 e_above_lowest_kj_mol=0.0
O 2.32860 1.06500 -0.08686
O -1.04412 -1.39675 -4.10650
C 1.49830 2.29026 -0.45188
C 2.37665 3.50643 -0.65292
H 0.82193 2.53604 0.39559
H 0.87399 2.01139 -1.31385
H 2.73146 3.89298 0.31209
H 1.79173 4.30716 -1.12662
H 3.22876 3.27060 -1.28990
C 2.26463 -0.04526 -1.07493
C 1.94277 0.37712 -2.49329
H 1.47396 -0.72439 -0.70895
H 3.24326 -0.55283 -1.00399
H 0.85450 0.38977 -2.63569
H 2.37583 -0.36390 -3.18295
H 2.35459 1.35835 -2.76270
C -1.02268 -2.37510 -3.07986
C -2.30339 -0.72595 -4.16532
C 0.28567 -3.14044 -3.11575
H -1.85753 -3.09004 -3.18248
H -1.11432 -1.86268 -2.10925
H 0.41073 -3.65617 -4.07382
H 0.27897 -3.88884 -2.31895
H 1.15533 -2.49036 -2.96895
C -2.31552 0.22409 -5.34183
H -2.42602 -0.15701 -3.22402
H -3.16169 -1.42609 -4.25610
H -1.41238 0.83749 -5.36858
H -3.19075 0.87021 -5.28190
H -2.36510 -0.34626 -6.26917
H -2.30276 1.53414 0.56472
Ti 1.41118 0.68802 1.63713
C -3.19637 1.98123 0.18421
Si -4.43857 0.79431 0.93216
H -3.25450 3.01446 0.54646
H -3.12172 1.96785 -0.91695
C -6.08109 1.49878 0.39018
C -4.07279 0.78736 2.77910
C -4.06118 -0.95912 0.35971
C 3.18975 0.70534 2.72995
Si 3.77672 -1.05752 2.62135
H 2.93742 1.03522 3.76617
H 3.96618 1.38022 2.31561
C 5.41522 -0.90743 1.70396
C 2.80334 -2.36613 1.66161
C 3.64608 -1.72099 4.36250
H -3.86142 -1.00724 -0.72289
H -4.88279 -1.65630 0.59589
H -3.14990 -1.32449 0.86108
H -6.07491 2.59527 0.48821
H -6.96473 1.11397 0.92628
H -6.21337 1.29232 -0.68573
H -3.20977 1.42361 3.02740
H -3.81592 -0.22336 3.13314
H -4.94540 1.15203 3.34331
H 2.78129 -2.18953 0.57620
H 1.77101 -2.43199 2.03469
H 3.33273 -3.31074 1.86699
H 3.37449 -2.78196 4.31685
H 2.85150 -1.18656 4.90445
H 4.58490 -1.61251 4.91267
H 6.11907 -1.69658 1.99836
H 5.87269 0.07295 1.89423
H 5.24185 -0.98735 0.62090
O -1.36251 1.09211 4.25126
Cl -0.05399 0.63385 3.85425
O 0.98687 0.78659 4.89526
O 0.53050 -0.72831 1.48981
O 0.39272 1.90365 2.71888

Calculated values (Eh/bohr) of max |F| for the records, taken in order: 0.007, 0.078, 0.313, 0.068.